Density functional theory data (ωB97M-V with the def2-TZVPD basis set) for a cluster of 3 separate species, C4H16N2O2 in total.

Values from the calculation:
orbital gap = 9.60 eV
energy above the lowest of the compared OMol25 structures with the same formula, charge and spin = 46.8 kcal/mol
HOMO level = -8.8 eV
SMILES = CC[C@H](N)CN.O.O
electronic energy = -421.91684 a.u.
net charge = 0

Cartesian coordinates (Å):
N: -0.04 -1.65 0.63
C: -1.29 0.59 2.30
C: -1.73 0.20 0.87
C: -0.54 -0.31 0.01
C: 0.58 0.81 -0.15
N: 1.96 0.35 0.00
H: -0.75 -1.95 1.28
H: 0.83 -1.53 1.19
H: -0.26 0.84 2.41
H: -1.70 1.48 2.76
H: -1.33 -0.27 3.09
H: -2.13 1.11 0.39
H: -2.36 -0.66 0.94
H: -0.81 -0.50 -0.98
H: 0.38 1.07 -1.22
H: 0.56 1.76 0.41
H: 2.14 -0.10 0.91
H: 2.27 -0.27 -0.72
H: -2.23 -1.56 -2.86
H: -1.58 -1.74 -1.51
O: -1.67 -1.14 -2.26
H: 2.74 1.59 -2.97
H: 3.80 1.06 -1.94
O: 3.18 0.84 -2.59

Density functional theory data (ωB97M-V with the def2-TZVPD basis set) for a structure of composition C35H55N2O2P2Sr.

Values from the calculation:
orbital gap = 5.40 eV
energy above the lowest of the compared OMol25 structures with the same formula, charge and spin = 9.3 kcal/mol
HOMO level = -8.0 eV
electronic energy = -2339.89171 a.u.
net charge = +1

Cartesian coordinates (Å):
C: -1.30 -1.84 -1.99
C: 0.71 -2.86 -1.32
C: -1.50 -2.79 -3.00
C: 0.45 -3.93 -2.22
C: -0.63 -3.88 -3.08
H: -2.36 -2.67 -3.66
H: 1.15 -4.76 -2.23
H: -0.81 -4.67 -3.82
N: -0.22 -1.84 -1.19
P: -2.73 -0.38 0.00
P: 2.58 -1.40 0.22
C: -2.37 -0.73 -1.78
H: -2.01 0.20 -2.24
H: -3.31 -1.02 -2.27
C: 1.94 -2.83 -0.56
H: 2.49 -3.77 -0.51
C: 3.54 -0.34 -1.03
C: 3.44 -1.74 1.90
C: -3.51 1.35 0.23
C: -3.72 -1.88 0.56
C: 3.51 1.14 -0.59
H: 4.10 1.32 0.31
H: 3.92 1.76 -1.40
H: 2.48 1.49 -0.41
C: 4.98 -0.85 -1.10
H: 5.53 -0.66 -0.17
H: 5.02 -1.93 -1.31
H: 5.51 -0.32 -1.90
C: 2.86 -0.48 -2.41
H: 3.28 0.27 -3.10
H: 3.02 -1.48 -2.84
H: 1.78 -0.30 -2.35
C: 4.06 -0.44 2.43
H: 3.31 0.36 2.55
H: 4.49 -0.62 3.44
H: 4.87 -0.05 1.80
C: 2.42 -2.23 2.95
H: 1.75 -1.44 3.30
H: 1.82 -3.08 2.60
H: 2.99 -2.56 3.84
C: 4.46 -2.84 1.64
H: 5.20 -2.57 0.89
H: 4.99 -3.07 2.58
H: 3.96 -3.76 1.31
C: -4.13 -1.65 2.02
H: -4.61 -2.56 2.42
H: -3.26 -1.45 2.66
H: -4.85 -0.83 2.13
C: -2.83 -3.14 0.48
H: -2.64 -3.43 -0.56
H: -1.88 -3.03 1.00
H: -3.37 -3.98 0.95
C: -4.94 -2.08 -0.35
H: -5.50 -2.95 0.02
H: -5.61 -1.22 -0.36
H: -4.64 -2.29 -1.38
C: -2.74 2.42 -0.57
H: -2.70 2.20 -1.64
H: -3.24 3.39 -0.43
H: -1.71 2.53 -0.21
C: -3.45 1.73 1.72
H: -2.42 1.75 2.10
H: -3.85 2.75 1.84
H: -4.03 1.06 2.36
C: -4.95 1.31 -0.27
H: -5.01 0.94 -1.30
H: -5.59 0.69 0.37
H: -5.36 2.33 -0.25
Sr: 0.01 -0.17 0.92
C: -0.97 -2.12 2.98
O: -1.09 -2.73 3.95
N: 0.24 1.42 -1.10
C: 0.35 1.92 -2.16
C: 0.50 2.68 -3.34
C: 0.28 4.07 -3.25
C: 0.89 2.10 -4.58
C: 0.45 4.89 -4.36
H: -0.01 4.51 -2.29
C: 1.07 2.93 -5.69
H: 1.06 1.03 -4.65
C: 0.85 4.31 -5.58
H: 0.29 5.96 -4.28
H: 1.39 2.50 -6.64
H: 0.99 4.95 -6.45
C: 0.67 3.43 3.98
C: 0.13 2.29 4.86
C: 0.40 1.06 4.01
O: 0.24 1.50 2.62
C: 0.28 2.98 2.58
H: 0.27 4.40 4.26
H: 1.76 3.47 4.06
H: -0.96 2.40 5.01
H: 0.61 2.24 5.84
H: 1.45 0.73 4.14
H: -0.27 0.21 4.22
H: -0.74 3.34 2.32
H: 0.99 3.31 1.81

Density functional theory data (ωB97M-V with the def2-TZVPD basis set) for a cluster of 2 separate species, C6H17ClN3O2P in total.

Values from the calculation:
orbital gap = 8.60 eV
energy above the lowest of the compared OMol25 structures with the same formula, charge and spin = 0.0 kcal/mol
HOMO level = -8.5 eV
SMILES = CC(C)/N=N\[P@@](=O)(O)NC(C)C.Cl
electronic energy = -1355.09303 a.u.
net charge = 0

Cartesian coordinates (Å):
C: 0.87 2.01 0.39
C: -1.39 3.33 0.64
C: 1.59 -2.59 -1.84
C: 2.73 -1.29 0.06
C: -0.67 2.01 0.38
C: 1.42 -1.64 -0.64
N: -1.26 1.02 1.23
N: 0.76 -2.22 0.48
N: -0.16 -1.82 1.12
O: -1.71 -0.87 -0.66
O: -2.38 -0.94 1.85
P: -1.34 -0.63 0.75
Cl: -4.58 -0.91 -1.86
H: 1.25 1.37 -0.28
H: 1.05 3.02 0.31
H: 1.06 1.60 1.42
H: -2.43 3.31 0.41
H: -0.98 4.10 -0.04
H: -1.22 3.63 1.69
H: 0.69 -2.66 -2.49
H: 2.29 -2.03 -2.58
H: 2.08 -3.58 -1.72
H: 2.63 -0.56 0.81
H: 3.54 -0.88 -0.70
H: 3.20 -2.24 0.49
H: -0.99 1.77 -0.69
H: 0.83 -0.73 -1.05
H: -3.33 -0.97 -1.43
H: -0.84 1.22 2.19
H: -2.71 -1.83 1.75